This record from OMol25 describes C21H33Cl2N6O2Yb as an isolated structure at a distorted geometry. The level of theory is the ωB97M-V functional and the def2-TZVPD basis.

The expectation value of S² is 0.751. As for the LUMO energy (spin up / spin down): -5.3 / -5.3 eV. The value obtained for the energy relative to the best compared isomer or geometry (same formula, charge and spin) is 0.0 kcal per mole. The total charge is +2. The HOMO energy (spin up / spin down) is -13.01 / -13.02 eV. Its spin multiplicity is 2. For the gap between HOMO and LUMO (spin up / spin down), the calculation gives 7.68 / 7.67 eV.

```
65
Properties=species:S:1:pos:R:3:forces:R:3:mulliken_spin:R:1
Yb 1.7587 -17.4394 4.8991 0.322 1.115 1.120 1.005
N 0.4691 -16.9618 2.9125 2.336 -0.584 -1.653 -0.002
C 0.2562 -18.1576 2.0196 -0.380 1.658 0.578 0.000
C 1.3621 -19.1427 2.2256 0.769 -0.643 -0.242 0.001
N 1.6556 -19.4088 3.6760 1.182 -1.224 -0.986 -0.002
C 3.0098 -20.1354 3.7720 -0.419 -2.040 0.006 -0.002
C 4.2255 -19.2481 3.9139 0.008 0.396 -0.490 0.003
N 4.0281 -18.4850 5.1513 -0.163 -0.632 0.976 0.000
C 0.5750 -20.2673 4.2070 -0.330 -2.015 -0.573 0.000
C 0.5087 -20.4242 5.7049 -0.494 0.062 1.202 0.000
N 0.5199 -19.0401 6.2836 -0.556 0.020 0.009 0.000
H 1.0632 -16.2850 2.3635 -0.918 -0.678 0.921 0.000
H -0.3695 -16.4928 3.1387 -1.103 0.635 0.279 0.000
H -0.7653 -18.4720 2.1793 -0.055 -0.675 0.217 0.000
H 0.2751 -17.7945 1.0146 0.024 -0.149 -0.895 0.000
H 1.1912 -20.0663 1.6650 -0.468 -0.279 0.359 0.000
H 2.2769 -18.8190 1.7071 -0.039 0.507 0.569 0.000
H 2.9923 -20.7867 4.6827 -0.266 0.474 -0.650 0.000
H 3.1422 -20.8604 2.9141 -0.325 0.835 0.711 0.000
H 5.2048 -19.7981 3.9502 -1.106 0.228 -0.424 0.000
H 4.2141 -18.5361 3.0755 0.436 -0.100 0.162 0.000
H 4.2014 -19.1407 5.9278 -0.303 0.319 -0.270 0.000
H 4.7654 -17.8160 5.2605 0.372 0.731 -0.060 0.000
H -0.4062 -19.8515 3.9581 0.277 0.131 -0.504 0.000
H 0.6408 -21.3050 3.7336 -0.196 1.247 0.426 0.000
H -0.4543 -20.9090 5.9860 0.661 0.104 -0.447 0.000
H 1.2825 -21.0653 6.1666 -0.088 0.601 -0.331 0.000
H -0.4433 -18.6911 6.3904 0.251 -0.187 -0.494 0.000
H 0.7965 -19.0196 7.2508 0.564 -0.280 0.420 0.000
Cl -1.5521 -13.5144 5.4327 -0.048 -0.306 0.291 0.000
C -0.5495 -14.1361 6.7176 0.437 0.565 0.032 0.000
C -0.5572 -13.4563 7.9794 -0.134 -0.077 0.130 0.000
C 0.4767 -13.7246 8.9092 -3.381 1.860 -1.742 0.000
Cl 0.5546 -12.8119 10.3697 -0.012 -0.164 -0.114 0.000
C 1.3812 -14.7047 8.5760 1.449 -0.854 0.989 0.000
C 2.4133 -15.0201 9.4709 -0.136 -0.223 0.635 0.000
C 3.2055 -16.0975 9.2343 -0.151 0.372 0.056 0.000
C 3.0208 -16.8363 8.0671 0.369 -0.231 -0.116 0.000
N 2.0967 -16.5651 7.1574 0.560 0.374 0.557 -0.003
C 1.2845 -15.4816 7.4216 -0.204 -0.087 -0.666 -0.001
C 0.3552 -15.1377 6.4071 -0.089 -0.704 0.526 0.000
O 0.4286 -15.8589 5.2914 -1.094 0.909 0.176 -0.002
H -1.4522 -12.7675 8.1209 1.695 -0.719 0.180 0.000
H 2.4818 -14.4559 10.3974 0.205 -0.073 -0.225 0.000
H 3.9413 -16.3572 9.9586 0.553 -0.346 0.190 0.000
H 3.7345 -17.6526 7.9232 -0.497 -0.027 -0.363 0.000
O 3.0823 -15.9101 4.1433 0.422 1.328 -1.028 0.000
C 3.0738 -14.7118 3.6540 -0.112 -0.449 0.275 0.000
C 4.1418 -14.2370 2.7071 -0.387 -0.351 -0.491 0.000
C 3.5320 -13.8600 1.3023 -0.608 0.108 0.265 0.000
C 2.8619 -12.4414 1.1326 1.629 0.048 -1.259 0.000
C 1.6525 -12.2864 1.9996 1.316 0.450 0.199 0.000
C 2.0771 -12.4374 3.4677 -1.851 -0.064 0.921 0.000
N 2.1155 -13.8634 3.9403 -0.335 0.520 0.148 0.000
H 4.8112 -15.1196 2.6021 0.032 1.068 0.072 0.000
H 4.5773 -13.3307 3.1527 0.492 -0.529 -0.129 0.000
H 2.8146 -14.6737 1.0847 -0.153 0.454 -0.108 0.000
H 4.2765 -13.9971 0.5370 0.574 0.141 -0.094 0.000
H 2.7168 -12.1908 0.0289 -0.256 -0.780 1.348 0.000
H 3.5560 -11.6284 1.4156 0.213 -0.554 0.069 0.000
H 1.0117 -13.0730 1.7158 -1.425 -0.801 0.018 0.000
H 1.1936 -11.3194 1.8053 -0.183 -0.029 0.268 0.000
H 1.2782 -11.9847 4.0904 0.489 -0.256 -0.219 0.000
H 2.9902 -11.8964 3.7384 0.006 -0.340 -0.262 0.000
H 1.3296 -14.2057 4.5206 0.619 0.188 -0.467 0.000
```
Positions in Å, forces in eV/Å.



This record from OMol25 describes C21H33N4S10SbSi3Tc as an isolated structure. The level of theory is the ωB97M-V functional and the def2-TZVPD basis.

The expectation value of S² is 0.820. As for the LUMO energy (spin up / spin down): -1.6 / -1.9 eV. The value obtained for the energy relative to the best compared isomer or geometry (same formula, charge and spin) is 0.0 kcal per mole. The HOMO energy (spin up / spin down) is -6.93 / -6.87 eV. Its spin multiplicity is 2. For the gap between HOMO and LUMO (spin up / spin down), the calculation gives 5.35 / 4.99 eV.

```
73
Properties=species:S:1:pos:R:3:forces:R:3:mulliken_spin:R:1
Tc 0.7126 0.0187 1.6375 0.100 0.481 0.235 0.297
S 5.8858 -5.0320 0.9089 0.003 -0.019 -0.104 0.022
C 4.7104 -3.9022 0.9866 0.034 0.009 0.253 0.001
S 5.0119 -2.1938 0.9589 -0.025 -0.038 -0.073 -0.008
C 3.3529 -1.6699 1.1416 -0.046 -0.019 -0.009 -0.049
C 2.4193 -2.6530 1.2538 0.022 0.104 0.013 0.106
S 0.7235 -2.3678 1.4103 -0.005 -0.179 -0.034 0.096
S 3.0286 -4.2866 1.2099 0.036 0.002 -0.051 0.007
S 2.9534 0.0094 1.1246 0.017 -0.058 0.025 0.305
S -4.6747 4.5342 2.1534 0.016 -0.009 0.010 0.017
C -3.1760 3.9598 2.4975 0.007 -0.031 -0.014 0.001
S -1.9774 3.6589 1.2968 -0.025 0.029 -0.017 -0.004
C -0.7656 2.9136 2.3203 0.065 -0.027 -0.169 0.009
C -1.0089 2.9289 3.6736 0.017 -0.094 0.162 0.020
S -0.0130 2.5035 4.9759 -0.084 -0.079 -0.078 0.071
S -2.6031 3.5716 4.0800 0.005 0.035 0.055 -0.004
S 0.6200 2.2661 1.4996 -0.069 -0.131 -0.004 0.081
N -2.5912 -0.1919 4.2313 -0.076 0.022 0.027 -0.002
C -3.4144 0.0427 3.1516 0.020 0.024 0.059 0.000
C -2.6040 0.0983 2.0612 0.041 -0.014 -0.129 0.001
N -1.3036 -0.0850 2.4635 0.010 -0.001 -0.147 -0.021
C -1.3290 -0.2568 3.7711 0.027 0.018 -0.042 0.023
C -0.0586 -0.4451 4.4298 0.018 0.036 -0.053 -0.066
N 1.0229 -0.3685 3.6691 -0.058 -0.003 -0.044 0.051
C 2.1062 -0.5929 4.4825 -0.056 -0.038 -0.031 -0.008
C 1.6579 -0.8372 5.7392 -0.011 -0.010 0.034 0.007
N 0.2793 -0.7786 5.6851 0.024 0.066 -0.003 0.000
H -2.8698 -0.1619 5.1965 -0.014 0.000 -0.001 0.000
H -4.4771 0.1624 3.2569 -0.008 0.000 0.012 0.000
H -2.8642 0.2586 1.0241 0.085 -0.067 0.283 0.003
H 3.1116 -0.5682 4.1022 0.006 0.006 -0.005 -0.003
H 2.1820 -1.0530 6.6520 -0.003 0.010 0.003 0.001
H -0.3310 -0.7558 6.4825 -0.008 -0.023 0.018 0.000
C -1.0865 3.2908 -2.0389 0.023 -0.007 0.102 0.001
Si -1.7960 1.5561 -2.0855 0.038 0.031 0.004 -0.011
C -3.4345 1.4296 -1.1912 -0.028 -0.001 0.003 0.000
C -2.1487 1.0829 -3.8648 -0.032 0.004 0.025 0.001
Sb 0.0139 0.0116 -1.0743 -0.003 -0.080 -0.093 0.035
Si 2.0492 0.8343 -2.4339 0.011 0.009 -0.005 -0.005
C 1.5640 1.2045 -4.2077 0.036 -0.066 0.004 0.001
C 3.3494 -0.5104 -2.4861 0.000 0.016 0.060 0.012
C 2.6785 2.4087 -1.6503 -0.016 -0.006 -0.024 0.011
Si -0.4583 -2.3178 -2.0806 0.010 -0.028 0.037 0.011
C -1.8971 -3.0340 -1.1221 0.002 0.002 -0.015 0.000
C 1.0681 -3.3956 -2.0144 -0.038 0.011 -0.027 -0.002
C -0.9356 -2.1938 -3.8899 -0.024 0.034 -0.001 0.000
H -1.8923 4.0257 -2.1103 -0.004 0.009 0.001 0.000
H -0.4141 3.4479 -2.8830 0.038 -0.006 -0.048 0.000
H -0.5265 3.4951 -1.1228 -0.055 -0.021 -0.094 0.000
H -4.1534 2.0637 -1.7194 0.001 -0.017 0.004 0.000
H -3.4005 1.7750 -0.1594 -0.012 0.052 -0.061 -0.001
H -3.8175 0.4060 -1.2179 0.001 -0.001 -0.001 0.000
H -2.6838 1.9169 -4.3292 0.000 0.008 -0.004 0.000
H -2.7990 0.2089 -3.9176 0.009 0.015 0.001 0.000
H -1.2577 0.8852 -4.4566 0.037 -0.010 -0.016 0.000
H 1.1846 0.3195 -4.7216 -0.008 0.001 0.001 0.000
H 2.4609 1.5344 -4.7408 0.000 -0.004 -0.003 0.000
H 0.8224 1.9957 -4.2920 -0.061 0.068 0.005 -0.001
H 3.0925 -1.2610 -3.2342 -0.016 -0.030 -0.016 0.000
H 3.4941 -1.0128 -1.5295 -0.010 0.014 -0.031 -0.006
H 4.3039 -0.0638 -2.7794 0.006 -0.006 0.003 0.000
H 1.9321 3.2023 -1.7073 -0.010 0.008 0.006 -0.001
H 3.5683 2.7417 -2.1927 -0.003 -0.001 -0.010 0.001
H 2.9530 2.2770 -0.6056 0.012 -0.012 0.035 -0.004
H -1.6554 -3.1494 -0.0661 0.002 -0.004 0.018 -0.001
H -2.1588 -4.0177 -1.5217 0.001 0.000 -0.002 0.000
H -2.7777 -2.3933 -1.2094 -0.009 0.007 -0.001 0.000
H 1.5999 -3.3441 -1.0692 -0.002 0.004 -0.010 0.001
H 1.7602 -3.1264 -2.8126 0.021 0.012 -0.035 0.001
H 0.7663 -4.4348 -2.1765 -0.001 -0.003 0.000 -0.001
H -1.9332 -1.7836 -4.0427 0.023 -0.005 0.006 0.000
H -0.9235 -3.2061 -4.3053 -0.004 0.001 0.001 0.000
H -0.2275 -1.5953 -4.4653 -0.002 -0.001 -0.001 0.000
```
Positions in Å, forces in eV/Å.



> Which value of spin multiplicity does entry 1 give?

2